Molecular formula: C57H114Cl2F9N8O17S3
Method: DFT, ωB97M-V/def2-TZVPD

Bonds (Å) are listed after each position.
Positions of all 210 atoms, in Å:
1 C 4.19 3.87 3.10  C2 1.516, H8 1.111, H9 1.060, H10 1.070
2 C 2.98 4.67 2.67  C1 1.516, O3 1.196, N4 1.591
3 O 2.69 5.83 2.67  C2 1.196
4 N 1.86 3.66 2.16  C2 1.591, H5 1.026, H6 1.024, C7 1.507
5 H 2.14 3.66 1.18  N4 1.026
6 H 1.92 2.81 2.73  N4 1.024
7 C 0.49 4.28 2.28  N4 1.507, H11 1.100, H12 1.049, H13 1.094
8 H 4.01 3.84 4.19  C1 1.111
9 H 5.12 4.30 2.81  C1 1.060
10 H 4.10 2.87 2.72  C1 1.070
11 H 0.43 4.97 1.43  C7 1.100
12 H 0.49 4.74 3.23  C7 1.049
13 H -0.29 3.52 2.34  C7 1.094
14 C -3.21 0.66 -2.26  C15 1.606, H21 1.105, H22 1.071, H23 1.073
15 C -3.21 1.08 -3.81  C14 1.606, O16 1.192, N17 1.332
16 O -2.21 1.34 -4.41  C15 1.192
17 N -4.39 1.18 -4.42  C15 1.332, H19 1.040, C20 1.418
18 H -12.97 12.76 0.99  no bonds
19 H -4.27 1.62 -5.35  N17 1.040
20 C -5.75 1.14 -4.01  N17 1.418, H24 1.106, H25 1.082, H26 1.084
21 H -2.18 0.39 -1.96  C14 1.105
22 H -3.92 -0.12 -2.08  C14 1.071
23 H -3.62 1.48 -1.71  C14 1.073
24 H -6.02 0.19 -3.51  C20 1.106
25 H -6.38 1.37 -4.86  C20 1.082
26 H -6.06 1.92 -3.32  C20 1.084
27 C 1.51 1.89 -2.44  C28 1.498, H34 1.053, H35 1.105, H36 1.104
28 C 1.83 2.92 -3.48  C27 1.498, O29 1.185, N30 1.500
29 O 2.25 2.87 -4.59  C28 1.185
30 N 1.35 4.25 -2.99  C28 1.500, H31 1.098, H32 1.049, C33 1.487
31 H 0.31 4.20 -2.65  N30 1.098
32 H 2.02 4.36 -2.19  N30 1.049
33 C 1.59 5.36 -3.95  N30 1.487, H37 1.091, H38 1.085, H39 1.098
34 H 1.50 2.40 -1.52  C27 1.053
35 H 2.21 1.06 -2.25  C27 1.105
36 H 0.50 1.47 -2.60  C27 1.104
37 H 2.67 5.50 -4.04  C33 1.091
38 H 1.14 6.27 -3.58  C33 1.085
39 H 1.31 5.09 -4.98  C33 1.098
40 C -5.19 4.16 0.32  C41 1.481, H51 1.043, H52 1.032, H53 1.086
41 C -4.86 5.24 1.27  C40 1.481, C42 1.501, N46 1.525, C50 1.492
42 C -5.03 6.60 0.66  C41 1.501, C43 1.527, H54 1.073, H55 1.057
43 C -5.13 7.80 1.61  C42 1.527, C44 1.513, H56 1.084, H57 1.053
44 C -6.17 7.62 2.69  C43 1.513, C45 1.611, H58 1.117, H59 1.078
45 C -6.21 6.17 3.40  C44 1.611, N46 1.500, C48 1.499, C49 1.545
46 N -5.78 5.07 2.48  C41 1.525, C45 1.500, O47 1.324
47 O -6.10 3.82 2.78  N46 1.324
48 C -7.65 5.88 3.67  C45 1.499, H60 1.083, H61 1.077, H62 1.087
49 C -5.32 6.19 4.67  C45 1.545, H63 1.123, H64 1.058, H65 1.089
50 C -3.47 5.09 1.79  C41 1.492, H66 1.079, H67 1.074, H68 1.124
51 H -5.10 4.62 -0.61  C40 1.043
52 H -6.21 4.00 0.37  C40 1.032
53 H -4.50 3.33 0.23  C40 1.086
54 H -5.89 6.62 0.02  C42 1.073
55 H -4.18 6.66 0.04  C42 1.057
56 H -5.44 8.69 1.08  C43 1.084
57 H -4.22 7.98 2.12  C43 1.053
58 H -7.22 7.80 2.34  C44 1.117
59 H -6.01 8.40 3.41  C44 1.078
60 H -8.17 5.75 2.72  C48 1.083
61 H -8.23 6.57 4.26  C48 1.077
62 H -7.70 4.91 4.16  C48 1.087
63 H -5.86 6.98 5.26  C49 1.123
64 H -4.31 6.41 4.43  C49 1.058
65 H -5.34 5.25 5.20  C49 1.089
66 H -3.12 5.98 2.29  C50 1.079
67 H -2.92 4.91 0.89  C50 1.074
68 H -3.33 4.23 2.50  C50 1.124
69 C 3.99 -5.70 -2.20  C70 1.509, H80 1.122, H81 1.042, H82 1.080
70 C 2.77 -5.57 -1.32  C69 1.509, C71 1.555, N75 1.581, C79 1.570
71 C 1.57 -6.20 -2.06  C70 1.555, C72 1.508, H83 1.131, H84 1.118
72 C 0.39 -6.41 -1.14  C71 1.508, C73 1.526, H85 1.116, H86 1.091
73 C 0.63 -7.51 -0.12  C72 1.526, C74 1.585, H87 1.096, H88 1.113
74 C 1.85 -7.17 0.85  C73 1.585, N75 1.624, C77 1.559, C78 1.511
75 N 3.02 -6.52 -0.07  C70 1.581, C74 1.624, O76 1.184
76 O 4.09 -6.88 0.27  N75 1.184
77 C 2.31 -8.45 1.60  C74 1.559, H89 1.087, H90 1.090, H91 1.108
78 C 1.42 -6.06 1.78  C74 1.511, H92 1.071, H93 1.159, H94 1.087
79 C 2.51 -4.08 -0.89  C70 1.570, H95 1.101, H96 1.109, H97 1.101
80 H 4.30 -6.74 -2.48  C69 1.122
81 H 4.81 -5.22 -1.78  C69 1.042
82 H 3.76 -5.11 -3.08  C69 1.080
83 H 1.68 -7.16 -2.65  C71 1.131
84 H 1.16 -5.51 -2.84  C71 1.118
85 H -0.50 -6.73 -1.75  C72 1.116
86 H 0.06 -5.48 -0.67  C72 1.091
87 H 1.03 -8.37 -0.68  C73 1.096
88 H -0.25 -7.79 0.49  C73 1.113
89 H 2.85 -9.14 0.96  C77 1.087
90 H 1.44 -8.95 2.04  C77 1.090
91 H 2.91 -8.22 2.50  C77 1.108
92 H 2.16 -5.51 2.32  C78 1.071
93 H 0.87 -6.70 2.58  C78 1.159
94 H 0.69 -5.38 1.35  C78 1.087
95 H 3.51 -3.61 -0.87  C79 1.101
96 H 2.04 -3.95 0.10  C79 1.109
97 H 1.79 -3.58 -1.56  C79 1.101
98 C -3.11 -2.24 -7.85  C99 1.537, H109 1.101, H110 1.115, H111 1.063
99 C -2.51 -0.82 -7.83  C98 1.537, C100 1.542, N104 1.538, C108 1.508
100 C -1.49 -0.69 -6.69  C99 1.542, C101 1.536, H112 1.129, H113 1.072
101 C -0.14 -1.39 -6.94  C100 1.536, C102 1.600, H114 1.071, H115 1.107
102 C 0.43 -0.94 -8.36  C101 1.600, C103 1.528, H116 1.091, H117 1.132
103 C -0.42 -1.17 -9.61  C102 1.528, N104 1.549, C106 1.518, C107 1.546
104 N -1.82 -0.66 -9.19  C99 1.538, C103 1.549, O105 1.280
105 O -2.49 0.03 -10.04  N104 1.280
106 C -0.59 -2.63 -9.97  C103 1.518, H118 1.105, H119 1.132, H120 1.127
107 C 0.18 -0.38 -10.79  C103 1.546, H121 1.066, H122 1.120, H123 1.118
108 C -3.61 0.21 -7.80  C99 1.508, H124 1.134, H125 1.130, H126 1.147
109 H -2.43 -3.10 -7.98  C98 1.101
110 H -3.90 -2.40 -8.62  C98 1.115
111 H -3.57 -2.36 -6.90  C98 1.063
112 H -2.02 -0.90 -5.72  C100 1.129
113 H -1.17 0.34 -6.62  C100 1.072
114 H -0.22 -2.45 -7.09  C101 1.071
115 H 0.63 -1.12 -6.19  C101 1.107
116 H 1.26 -1.60 -8.62  C102 1.091
117 H 0.82 0.12 -8.32  C102 1.132
118 H 0.27 -3.01 -10.55  C106 1.105
119 H -1.57 -2.76 -10.54  C106 1.132
120 H -0.73 -3.39 -9.15  C106 1.127
121 H 1.20 -0.64 -10.94  C107 1.066
122 H 0.19 0.72 -10.60  C107 1.120
123 H -0.37 -0.55 -11.75  C107 1.118
124 H -4.49 0.11 -8.50  C108 1.134
125 H -3.15 1.24 -7.91  C108 1.130
126 H -4.06 0.10 -6.75  C108 1.147
127 C 4.73 -0.53 4.16  C128 1.514, H138 1.098, H139 1.127, H140 1.112
128 C 6.20 -0.40 3.84  C127 1.514, C129 1.585, N133 1.514, C137 1.647
129 C 6.97 -1.70 3.37  C128 1.585, C130 1.509, H141 1.104, H142 1.106
130 C 6.88 -1.92 1.88  C129 1.509, C131 1.537, H143 1.083, H144 1.105
131 C 7.27 -0.68 1.05  C130 1.537, C132 1.508, H145 1.089, H146 1.089
132 C 6.54 0.61 1.33  C131 1.508, N133 1.571, C135 1.543, C136 1.537
133 N 6.46 0.75 2.89  C128 1.514, C132 1.571, O134 1.205
134 O 6.36 1.84 3.40  N133 1.205
135 C 5.10 0.64 0.79  C132 1.543, H147 1.086, H148 1.124, H149 1.129
136 C 7.39 1.79 0.84  C132 1.537, H150 1.095, H151 1.074, H152 1.129
137 C 6.78 0.15 5.29  C128 1.647, H153 1.106, H154 1.122, H155 1.151
138 H 4.28 0.44 4.40  C127 1.098
139 H 4.50 -1.15 5.07  C127 1.127
140 H 4.02 -1.01 3.45  C127 1.112
141 H 6.41 -2.52 3.87  C129 1.104
142 H 8.02 -1.65 3.70  C129 1.106
143 H 5.84 -2.15 1.69  C130 1.083
144 H 7.48 -2.84 1.76  C130 1.105
145 H 7.27 -0.88 -0.02  C131 1.089
146 H 8.31 -0.47 1.29  C131 1.089
147 H 4.50 -0.25 0.96  C135 1.086
148 H 5.26 0.72 -0.32  C135 1.124
149 H 4.52 1.60 0.96  C135 1.129
150 H 7.43 1.76 -0.26  C136 1.095
151 H 8.34 1.95 1.30  C136 1.074
152 H 6.86 2.79 0.88  C136 1.129
153 H 6.73 -0.75 5.93  C137 1.106
154 H 6.10 0.98 5.61  C137 1.122
155 H 7.85 0.55 5.18  C137 1.151
156 C -2.63 -3.90 4.98  C157 1.540, H167 1.075, H168 1.107, H169 1.119
157 C -1.89 -3.33 3.75  C156 1.540, C158 1.466, N162 1.629, C166 1.563
158 C -2.28 -1.98 3.34  C157 1.466, C159 1.537, H170 1.120, H171 1.097
159 C -1.80 -0.88 4.29  C158 1.537, C160 1.534, H172 1.081, H173 1.074
160 C -0.28 -0.76 4.50  C159 1.534, C161 1.478, H174 1.105, H175 1.102
161 C 0.31 -1.98 5.08  C160 1.478, N162 1.665, C164 1.517, C165 1.516
162 N -0.40 -3.32 4.40  C157 1.629, C161 1.665, O163 1.213
163 O 0.31 -4.30 4.27  N162 1.213
164 C -0.02 -2.21 6.55  C161 1.517, H176 1.062, H177 1.106, H178 1.108
165 C 1.82 -2.02 4.95  C161 1.516, H179 1.090, H180 1.108, H181 1.126
166 C -1.94 -4.34 2.55  C157 1.563, H182 1.119, H183 1.111, H184 1.069
167 H -2.16 -4.70 5.52  C156 1.075
168 H -3.60 -4.20 4.53  C156 1.107
169 H -2.78 -3.09 5.74  C156 1.119
170 H -3.40 -2.02 3.27  C158 1.120
171 H -1.87 -1.79 2.34  C158 1.097
172 H -2.31 -0.94 5.25  C159 1.081
173 H -2.02 0.09 3.90  C159 1.074
174 H -0.14 0.15 5.11  C160 1.105
175 H 0.22 -0.69 3.52  C160 1.102
176 H 0.66 -1.52 6.98  C164 1.062
177 H 0.20 -3.24 6.88  C164 1.106
178 H -1.09 -1.99 6.69  C164 1.108
179 H 2.29 -2.88 5.43  C165 1.090
180 H 2.25 -1.09 5.39  C165 1.108
181 H 2.12 -1.97 3.87  C165 1.126
182 H -1.63 -5.39 2.79  C166 1.119
183 H -1.37 -3.95 1.68  C166 1.111
184 H -2.97 -4.36 2.26  C166 1.069
185 Cl -1.17 4.40 -0.87  no bonds
186 Cl 3.11 3.71 -0.58  no bonds
187 C -2.03 -3.13 -2.90  F188 1.352, F189 1.313, F190 1.311, S191 1.820
188 F -1.94 -4.17 -3.75  C187 1.352
189 F -0.77 -2.82 -2.69  C187 1.313
190 F -2.53 -2.08 -3.51  C187 1.311
191 S -2.93 -3.44 -1.35  C187 1.820, O192 1.423, O193 1.448, O194 1.444
192 O -3.43 -2.14 -1.06  S191 1.423
193 O -3.95 -4.39 -1.75  S191 1.448
194 O -1.91 -3.94 -0.46  S191 1.444
195 C 0.41 2.41 6.44  F196 1.294, F197 1.310, F198 1.360, S199 1.890
196 F 0.32 3.54 7.06  C195 1.294
197 F -0.06 1.41 7.15  C195 1.310
198 F -0.45 2.54 5.39  C195 1.360
199 S 2.14 2.04 5.79  C195 1.890, O200 1.419, O201 1.423, O202 1.481
200 O 2.76 3.30 5.62  S199 1.419
201 O 2.65 1.11 6.74  S199 1.423
202 O 1.81 1.37 4.52  S199 1.481
203 C -0.40 -0.39 0.52  F204 1.388, F205 1.364, F206 1.354, S207 1.936
204 F -0.96 0.16 1.66  C203 1.388
205 F -1.19 -1.35 -0.05  C203 1.364
206 F -0.45 0.62 -0.38  C203 1.354
207 S 1.19 -1.40 0.94  C203 1.936, O208 1.446, O209 1.411, O210 1.456
208 O 0.60 -2.55 1.58  S207 1.446
209 O 1.69 -1.63 -0.36  S207 1.411
210 O 2.11 -0.66 1.80  S207 1.456

The LUMO energy is -12.2394 eV. For the orbital gap, the calculation gives 0.0310 hartree. As for the total energy: -6969.498487 Ha. As for the charge: +3. The multiplicity is 1.